A gas-phase ion, C4H9N2 (charge +1) in a non-equilibrium geometry. Source: OMol25; level of theory: ωB97M-V/def2-TZVPD.

Last column: Mulliken charge in e.
Atoms and positions in Å:
C1 -0.605 0.184 -1.789  -0.930
C2 0.261 -0.487 -0.679  -0.045
N1 1.671 0.552 -0.373  -0.363
C3 1.259 0.504 0.921  -0.035
N2 0.109 -0.107 0.738  0.155
C4 -0.916 -0.356 1.714  -0.694
H1 -1.231 -0.683 -2.137  0.330
H2 0.232 0.203 -2.483  0.340
H3 -1.212 1.201 -1.858  0.301
H4 -0.285 -1.586 -0.809  0.335
H5 2.654 0.685 -0.796  0.280
H6 1.658 0.952 1.731  0.460
H7 -1.152 -1.470 1.761  0.301
H8 -1.873 0.300 1.413  0.291
H9 -0.570 0.109 2.644  0.274

## Properties
Kohn-Sham gap (eV): 9.7869
Lowest unoccupied orbital energy (eV): -4.8
Energy above the lowest of the compared OMol25 structures with the same formula, charge and spin (kcal per mole): 114.64
Max |F| (eV/A): 5.828
Charge: +1
Molecular weight (g/mol): 85.1
Highest occupied orbital energy (eV): -14.57